1.
2 unconnected molecules or ions with the total composition C4H11NO2S in a non-equilibrium geometry, computed with wB97M-V/def2-TZVPD.

## Properties
E_HOMO = -8.973 eV
Relative energy (zero: lowest compared OMol25 entry of this formula, charge and spin) = 32.3 kcal/mol
Frontier orbital gap = 9.62 eV

Each line ends with the Löwdin charge.
CARTESIAN COORDINATES (ANGSTROEM)
O  0.630  -2.070  1.208  0.057
C  0.546  -1.069  1.866  -0.223
C  -0.283  0.148  1.456  -0.375
C  -0.514  0.148  -0.051  -0.259
C  -0.624  1.551  -0.648  -0.550
S  -0.975  1.455  -2.446  0.693
N  -1.550  0.205  2.179  0.057
H  0.964  -1.038  2.896  0.125
H  0.283  1.060  1.646  0.134
H  0.256  -0.406  -0.582  0.090
H  -1.385  -0.388  -0.447  0.106
H  0.281  2.158  -0.559  0.073
H  -1.483  2.069  -0.236  0.063
H  0.287  1.539  -2.845  -0.163
H  -2.222  -0.367  1.686  0.076
H  -1.504  -0.196  3.109  0.070
H  2.672  -1.805  -1.417  0.041
H  3.700  -1.650  -0.247  0.038
O  2.824  -1.405  -0.556  -0.053

=====

2.
2 unconnected molecules or ions with the total composition C4H11NO2S in a non-equilibrium geometry, computed with wB97M-V/def2-TZVPD.

## Properties
E_HOMO = -9.172 eV
Relative energy (zero: lowest compared OMol25 entry of this formula, charge and spin) = 31.9 kcal/mol
Frontier orbital gap = 9.62 eV

Each line ends with the Löwdin charge.
CARTESIAN COORDINATES (ANGSTROEM)
O  -2.533  -2.090  -0.573  0.014
C  -1.403  -2.172  -1.020  -0.353
N  -0.362  -1.292  -0.946  0.043
C  -0.522  -0.073  -0.184  -0.427
C  0.170  -0.146  1.182  -0.502
S  -0.999  -0.689  2.534  0.684
C  -0.054  1.184  -1.004  -0.018
H  -1.320  -2.789  -1.907  0.123
H  0.574  -1.580  -1.241  0.153
H  -1.630  0.100  0.004  0.129
H  1.072  -0.788  1.239  0.077
H  0.620  0.800  1.531  0.047
H  -2.215  -0.487  1.979  -0.143
H  0.465  0.916  -1.940  0.086
H  0.742  1.715  -0.488  0.035
H  -0.930  1.766  -1.170  0.068
H  2.302  2.480  0.536  0.017
H  2.880  1.112  0.784  0.019
O  3.144  2.033  0.684  -0.052

=====

3.
2 unconnected molecules or ions with the total composition C4H11NO2S in a non-equilibrium geometry, computed with wB97M-V/def2-TZVPD.

## Properties
E_HOMO = -9.260 eV
Relative energy (zero: lowest compared OMol25 entry of this formula, charge and spin) = 71.4 kcal/mol
Frontier orbital gap = 9.95 eV

Each line ends with the Löwdin charge.
CARTESIAN COORDINATES (ANGSTROEM)
C  2.242  1.079  0.530  -0.067
C  1.723  -0.911  -0.935  -0.029
C  -2.967  0.424  -0.937  -0.218
C  1.477  -0.151  0.420  -0.564
N  0.976  -0.574  1.488  0.072
O  -1.851  0.427  1.481  -0.296
O  -1.761  -1.642  0.025  -0.472
S  -1.503  -0.213  -0.011  0.831
H  1.377  1.786  0.237  0.122
H  2.938  1.192  -0.220  0.037
H  2.618  1.421  1.539  0.109
H  2.692  -1.328  -0.774  0.070
H  1.904  -0.294  -1.768  0.053
H  1.012  -1.748  -1.104  0.083
H  -3.977  -0.041  -0.706  0.092
H  -2.949  1.495  -1.107  0.048
H  -2.914  0.079  -1.911  0.006
H  -1.280  0.377  2.231  0.037
H  0.241  -1.378  1.522  0.085

=====

4.
2 unconnected molecules or ions with the total composition C4H11NO3 in a non-equilibrium geometry, computed with wB97M-V/def2-TZVPD.

## Properties
Charge = -2
E_HOMO = 0.457 eV
Relative energy (zero: lowest compared OMol25 entry of this formula, charge and spin) = 52.0 kcal/mol
Frontier orbital gap = 6.52 eV

Each line ends with the Löwdin charge.
CARTESIAN COORDINATES (ANGSTROEM)
C  1.017  0.197  -0.136  -0.235
C  0.685  -1.057  0.762  -0.227
C  -0.021  -0.559  2.054  -0.593
O  -0.016  -1.522  2.953  -0.395
N  -0.230  0.734  -0.811  -0.076
C  0.097  1.576  -2.053  -0.589
O  0.316  2.874  -1.806  -0.386
H  1.406  -0.277  -1.058  0.076
H  1.787  0.881  0.104  0.075
H  0.369  -1.860  0.211  0.059
H  1.552  -1.453  1.216  0.066
H  0.629  0.343  2.535  0.110
H  -1.115  -0.254  1.674  0.087
H  -0.602  1.411  -0.151  0.077
H  -0.891  1.485  -2.574  0.049
H  0.782  1.058  -2.743  0.061
H  -1.548  -1.324  0.610  -0.025
H  -1.922  -0.862  -0.759  0.008
O  -2.294  -1.391  -0.027  -0.142

=====

5.
3 unconnected molecules or ions with the total composition C4H11NO3 in a non-equilibrium geometry, computed with wB97M-V/def2-TZVPD.

## Properties
E_HOMO (spin up / spin down) = -7.065 / -8.435 eV
Relative energy (zero: lowest compared OMol25 entry of this formula, charge and spin) = 162.4 kcal/mol
Frontier orbital gap (spin up / spin down) = 6.78 / 8.42 eV

Each line ends with the Löwdin charge.
CARTESIAN COORDINATES (ANGSTROEM)
C  1.711  -0.052  1.288  -0.357
C  -0.306  -0.013  0.725  -0.143
C  -2.368  -1.409  -0.926  -0.240
C  0.232  1.434  -1.069  -0.109
N  0.139  0.102  -0.519  -0.048
O  -1.965  -0.122  -0.615  -0.228
O  2.428  1.071  0.985  0.031
O  2.227  -1.181  0.771  0.040
H  2.194  1.782  1.598  0.120
H  2.112  -1.157  -0.192  0.114
H  1.473  -0.163  2.345  0.137
H  -0.763  0.820  1.262  0.109
H  -0.452  -1.017  1.113  0.107
H  -1.581  -2.172  -0.748  0.074
H  -2.670  -1.508  -1.981  0.065
H  -3.235  -1.719  -0.316  0.074
H  -0.083  1.398  -2.112  0.087
H  1.287  1.738  -1.072  0.082
H  -0.381  2.169  -0.537  0.087

=====

6.
2 unconnected molecules or ions with the total composition C4H11NO3 in a non-equilibrium geometry, computed with wB97M-V/def2-TZVPD.

## Properties
E_HOMO = -9.508 eV
Relative energy (zero: lowest compared OMol25 entry of this formula, charge and spin) = 75.9 kcal/mol
Frontier orbital gap = 10.28 eV

Each line ends with the Löwdin charge.
CARTESIAN COORDINATES (ANGSTROEM)
C  0.888  0.336  1.468  -0.114
O  -0.065  1.474  1.069  -0.130
C  0.959  -0.782  0.355  -0.401
C  -0.474  -1.027  -0.050  -0.127
C  -0.637  -1.632  -1.473  -0.283
O  -0.891  -0.941  -2.386  0.086
N  1.663  -0.285  -0.800  0.033
H  1.884  0.665  1.671  0.098
H  0.429  -0.220  2.370  0.138
H  0.503  2.177  0.722  0.084
H  1.370  -1.634  0.814  0.122
H  -0.985  -1.463  0.799  0.118
H  -1.009  -0.069  -0.332  0.118
H  -0.566  -2.740  -1.472  0.123
H  1.020  -0.120  -1.600  0.069
H  2.297  -0.952  -1.306  0.102
H  -2.709  2.670  0.386  -0.056
H  -1.363  2.340  0.001  0.031
O  -2.313  2.203  -0.235  -0.010

=====

> Which of these has the lowest relative energy (zero: lowest compared OMol25 entry of this formula, charge and spin)?

number 2

=====

> The lowest relative energy (zero: lowest compared OMol25 entry of this formula, charge and spin) belongs to which entry?

number 2